1.
{
  "formula": "C31H44F9N2O14S6",
  "method": "ωB97M-V/def2-TZVPD",
  "charge": -1,
  "e_above_lowest_ev": 6.096,
  "gap_ev": 5.64,
  "species": ["C", "C", "C", "C", "N", "C", "C", "N", "C", "O", "O", "S", "O", "O", "C", "F", "F", "C", "F", "F", "C", "F", "F", "C", "F", "F", "F", "H", "H", "H", "H", "C", "C", "C", "S", "O", "O", "C", "H", "H", "H", "H", "H", "H", "H", "H", "C", "C", "C", "S", "O", "O", "C", "H", "H", "H", "H", "H", "H", "H", "H", "C", "C", "C", "S", "O", "O", "C", "H", "H", "H", "H", "H", "H", "H", "H", "C", "C", "C", "S", "O", "O", "C", "H", "H", "H", "H", "H", "H", "H", "H", "C", "C", "C", "S", "O", "O", "C", "H", "H", "H", "H", "H", "H", "H", "H"],
  "xyz": [[3.2064, -2.5219, 0.8978], [3.4244, -3.7991, 0.2108], [3.7716, -3.8985, -1.3842], [2.3579, -3.8055, -2.1423], [1.4353, -3.9276, -2.9253], [4.5699, -5.2780, -1.6197], [5.6487, -5.5182, -0.4318], [6.6832, -5.3828, 0.1959], [3.4592, -6.4726, -1.4041], [2.7131, -6.9224, -2.3264], [3.3467, -7.0589, -0.1265], [5.3049, -5.4848, -3.3286], [4.1987, -5.2287, -4.3150], [5.6357, -6.9727, -3.4449], [6.8895, -4.5467, -3.6344], [7.4702, -3.9432, -2.4597], [7.8651, -5.5339, -4.0542], [6.8645, -3.4479, -4.8064], [6.2753, -3.9947, -6.0121], [8.2499, -3.2351, -5.1797], [6.0700, -2.1006, -4.4942], [4.7115, -2.3104, -4.0982], [5.9870, -1.3725, -5.7461], [6.7250, -1.1013, -3.4327], [6.3637, -1.3358, -2.0770], [8.1326, -0.9703, -3.4806], [6.1996, 0.2135, -3.7371], [3.9898, -2.0578, 1.6157], [2.1830, -2.0102, 0.7498], [3.2947, -4.7403, 0.8679], [4.3736, -2.9576, -1.6232], [0.6132, 1.2649, -1.5498], [1.6160, 2.2994, -2.0658], [2.9539, 2.0227, -1.3794], [2.9702, 0.2738, -1.0032], [2.9666, 0.1128, 0.4336], [3.9358, -0.3874, -1.8526], [1.3321, -0.0754, -1.6145], [-0.3033, 1.2574, -2.1436], [0.3437, 1.4960, -0.5145], [1.7277, 2.1893, -3.1442], [1.2787, 3.3200, -1.8739], [3.7969, 2.2611, -2.0301], [3.0428, 2.5713, -0.4396], [0.8620, -0.8447, -1.0026], [1.4276, -0.4214, -2.6465], [-2.5670, 1.5506, 2.2796], [-3.3794, 0.3789, 2.8336], [-2.9772, -0.8702, 2.0471], [-1.2948, -0.5997, 1.5041], [-1.2857, -0.5106, 0.0600], [-0.4116, -1.4861, 2.2284], [-1.1339, 1.0461, 2.1731], [-2.6356, 2.4303, 2.9215], [-2.9428, 1.8247, 1.2879], [-3.1419, 0.2399, 3.8918], [-4.4541, 0.5618, 2.7604], [-3.0171, -1.7656, 2.6669], [-3.6009, -1.0032, 1.1611], [-0.5114, 1.6554, 1.5180], [-0.6722, 0.9617, 3.1597], [-7.1636, -2.9805, 6.1264], [-5.9757, -3.8211, 6.5983], [-4.8074, -3.5365, 5.6525], [-5.0585, -1.8772, 5.0331], [-5.3125, -1.9501, 3.6128], [-4.0541, -1.0027, 5.5942], [-6.6071, -1.5863, 5.8699], [-7.9668, -2.9619, 6.8664], [-7.5673, -3.3995, 5.1988], [-5.7042, -3.5279, 7.6179], [-6.2167, -4.8866, 6.6171], [-3.8487, -3.5881, 6.1701], [-4.8072, -4.2187, 4.8003], [-7.2573, -0.9719, 5.2470], [-6.3878, -1.0712, 6.8082], [2.2097, 5.2475, -7.1674], [1.3425, 4.0958, -7.6789], [0.9900, 3.2179, -6.4769], [1.0061, 4.2953, -5.0487], [2.0835, 3.8869, -4.1766], [-0.3467, 4.4745, -4.5712], [1.5102, 5.7688, -5.9191], [2.3268, 6.0318, -7.9185], [3.2062, 4.8734, -6.9101], [0.4258, 4.4992, -8.1221], [1.8534, 3.5179, -8.4525], [0.0006, 2.7708, -6.5813], [1.7363, 2.4368, -6.3194], [2.1579, 6.3731, -5.2841], [0.6083, 6.3285, -6.1780], [-5.9193, 5.8914, 4.9842], [-6.7319, 4.7197, 5.5384], [-6.3303, 3.4703, 4.7524], [-4.6473, 3.7409, 4.2089], [-4.6385, 3.8299, 2.7672], [-3.7649, 2.8551, 4.9335], [-4.4863, 5.3869, 4.8777], [-5.9877, 6.7722, 5.6265], [-6.2951, 6.1652, 3.9927], [-6.4939, 4.5805, 6.5983], [-7.8066, 4.9026, 5.4654], [-6.3702, 2.5741, 5.3731], [-6.9541, 3.3373, 3.8664], [-3.8640, 5.9958, 4.2222], [-4.0245, 5.3026, 5.8642]]
}

2.
{
  "formula": "C25H44BrN4O3S2",
  "method": "ωB97M-V/def2-TZVPD",
  "charge": 1,
  "gap_ev": 7.85,
  "species": ["C", "C", "C", "C", "C", "C", "C", "C", "C", "C", "C", "C", "N", "Br", "C", "C", "C", "C", "S", "C", "N", "C", "O", "N", "N", "C", "C", "C", "H", "H", "H", "H", "H", "H", "H", "H", "H", "H", "H", "H", "H", "H", "H", "H", "H", "H", "H", "H", "H", "H", "H", "H", "H", "H", "H", "H", "H", "H", "H", "H", "H", "H", "H", "H", "C", "C", "C", "S", "O", "O", "C", "H", "H", "H", "H", "H", "H", "H", "H"],
  "xyz": [[3.2493, -2.7090, -1.2237], [4.7949, -2.4765, -1.3983], [5.4709, -2.0126, -0.0631], [5.6937, -0.4547, -0.0958], [4.5789, 0.3269, 0.6488], [3.3178, 0.6518, -0.1964], [3.5995, 1.2355, -1.6205], [2.7977, 2.5538, -1.8618], [2.1242, 2.6426, -3.2712], [0.5862, 2.3428, -3.1637], [0.2697, 0.9319, -3.7615], [-0.7691, 0.1201, -3.0227], [-1.6140, -0.6930, -3.6832], [-1.7211, -0.9389, -5.5127], [-2.4452, -1.3469, -2.7916], [-3.5466, -2.3608, -3.0330], [-3.0028, -3.8104, -2.7154], [-3.8050, -4.5037, -1.5638], [-2.7568, -5.5143, -0.4489], [-2.0633, -0.9005, -1.5599], [-2.6747, -1.3711, -0.3628], [-1.8554, -2.1021, 0.2302], [-1.0512, -2.7196, 0.8033], [-1.0439, 0.0269, -1.7257], [-0.4107, 0.7346, -0.6932], [-1.3400, 1.3829, -0.0203], [-2.2951, 2.3625, -0.7067], [-1.5408, 1.1684, 1.4543], [2.8979, -3.6940, -1.5544], [2.9622, -2.4945, -0.1811], [2.7303, -1.9340, -1.8211], [4.9303, -1.6905, -2.1542], [5.2448, -3.4207, -1.7356], [6.4259, -2.5460, 0.0649], [4.8638, -2.2471, 0.8270], [6.6231, -0.2922, 0.4847], [5.9062, -0.0923, -1.1099], [4.2394, -0.3083, 1.4881], [4.9758, 1.2492, 1.1006], [2.7571, 1.4262, 0.3604], [2.6234, -0.1982, -0.2814], [3.3059, 0.4735, -2.3666], [4.6682, 1.4469, -1.7612], [2.0155, 2.7338, -1.1100], [3.5146, 3.3888, -1.7696], [2.2431, 3.6785, -3.6280], [2.6052, 1.9701, -3.9975], [0.2109, 2.5075, -2.1509], [0.1037, 3.0836, -3.8261], [1.1951, 0.3287, -3.8217], [-0.0360, 1.0873, -4.8067], [-3.9610, -2.2695, -4.0440], [-4.3376, -2.1482, -2.2957], [-1.9448, -3.7805, -2.4111], [-3.1226, -4.4075, -3.6299], [-4.5063, -5.2152, -2.0268], [-4.4102, -3.7972, -0.9788], [-2.7848, -4.9007, 0.7619], [-1.8959, 2.6255, -1.6979], [-2.4801, 3.2368, -0.0737], [-3.2287, 1.8018, -0.9188], [-2.4827, 0.6053, 1.6027], [-0.7561, 0.5223, 1.8812], [-1.6586, 2.1111, 2.0267], [-3.5176, 1.6655, 6.8495], [-2.3677, 0.7971, 6.3258], [-2.1719, 1.1399, 4.8446], [-2.7169, 2.8418, 4.6476], [-3.8836, 2.8558, 3.7984], [-1.5736, 3.6789, 4.3838], [-3.2383, 3.0758, 6.3403], [-3.5812, 1.6391, 7.9363], [-4.4669, 1.3040, 6.4467], [-1.4557, 1.0282, 6.8803], [-2.5707, -0.2651, 6.4593], [-1.1283, 1.0611, 4.5459], [-2.7909, 0.5128, 4.2036], [-4.1104, 3.7255, 6.3696], [-2.4101, 3.5329, 6.8819]]
}

3.
{
  "formula": "C2H4N3S",
  "method": "ωB97M-V/def2-TZVPD",
  "charge": -1,
  "e_above_lowest_ev": 2.871,
  "gap_ev": [7.15, 7.13],
  "species": ["C", "C", "N", "N", "N", "S", "H", "H", "H", "H"],
  "xyz": [[1.1226, -0.6057, 0.1732], [0.6264, 0.7332, -0.0690], [-1.1626, -1.2384, -0.5789], [-0.7383, 0.8170, 0.3924], [-1.4829, -0.1681, -0.0083], [-3.0479, 0.1339, 0.1606], [1.8681, -1.1267, -0.5560], [0.8924, -1.0414, 1.1686], [1.3282, 1.4951, 0.4848], [0.5940, 1.0011, -1.1674]]
}

4.
{
  "formula": "C51H69F24O20",
  "method": "ωB97M-V/def2-TZVPD",
  "charge": -1,
  "gap_ev": 5.06,
  "species": ["C", "C", "C", "C", "C", "C", "C", "C", "C", "C", "C", "C", "O", "C", "C", "O", "C", "C", "C", "O", "O", "C", "C", "H", "H", "H", "H", "H", "H", "H", "H", "H", "H", "H", "H", "H", "H", "H", "H", "H", "H", "H", "H", "H", "H", "H", "H", "H", "H", "H", "H", "H", "C", "C", "O", "C", "O", "C", "F", "F", "F", "H", "H", "H", "H", "H", "C", "C", "O", "C", "O", "C", "F", "F", "F", "H", "H", "H", "H", "H", "C", "C", "O", "C", "O", "C", "F", "F", "F", "H", "H", "H", "H", "H", "C", "C", "O", "C", "O", "C", "F", "F", "F", "H", "H", "H", "H", "H", "C", "C", "O", "C", "O", "C", "F", "F", "F", "H", "H", "H", "H", "H", "C", "C", "O", "C", "O", "C", "F", "F", "F", "H", "H", "H", "H", "H", "C", "C", "O", "C", "O", "C", "F", "F", "F", "H", "H", "H", "H", "H", "C", "C", "O", "C", "O", "C", "F", "F", "F", "H", "H", "H", "H", "H"],
  "xyz": [[1.1785, -0.9948, 5.3157], [2.2540, -0.1499, 4.4626], [2.2963, 1.4304, 4.8719], [3.7246, -0.7215, 4.9142], [2.1833, -0.3468, 2.8679], [0.7109, -0.2985, 2.2186], [0.9253, 0.1976, 0.6742], [0.0690, -1.7900, 2.0717], [-0.2897, 0.7563, 2.8754], [-0.1553, 2.2900, 2.6415], [-1.1556, 3.3016, 3.2535], [-2.3731, 2.8703, 4.1464], [-3.3087, 3.8315, 4.6807], [-4.5054, 3.7478, 3.8274], [-5.6192, 2.7433, 4.3868], [-5.8096, 1.5784, 3.5187], [-7.0113, 0.8944, 3.9648], [-7.3164, -0.4487, 3.1136], [-8.0336, -1.5675, 4.0330], [-7.4192, -2.1861, 4.9811], [-9.3718, -1.9302, 3.8237], [-2.5050, 1.3298, 4.4065], [-1.4981, 0.3129, 3.7799], [0.7488, -1.9062, 4.7947], [1.7134, -1.3923, 6.2616], [0.3963, -0.2514, 5.6958], [1.2528, 1.8824, 4.9459], [2.9871, 1.9977, 4.1370], [2.7903, 1.4770, 5.9009], [4.1426, -0.1794, 5.8301], [3.5497, -1.8151, 5.2187], [4.4623, -0.7403, 4.0281], [2.7004, -1.3304, 2.5876], [2.7891, 0.4902, 2.3863], [-0.0899, 0.5558, 0.2510], [1.4293, -0.5924, 0.0243], [1.5786, 1.1494, 0.7115], [-0.7405, -1.6753, 1.2522], [-0.4717, -2.1379, 3.0111], [0.8338, -2.5248, 1.6565], [0.7001, 2.6751, 2.0004], [-0.9718, 4.4137, 3.0371], [-4.9500, 4.8010, 3.6629], [-4.1828, 3.3846, 2.7809], [-5.3506, 2.3404, 5.4226], [-6.6325, 3.2877, 4.4649], [-7.9209, 1.5890, 3.8033], [-6.9149, 0.5882, 5.0630], [-6.3627, -0.9190, 2.6807], [-8.0464, -0.2439, 2.2499], [-3.4017, 1.0205, 5.0517], [-1.7149, -0.7894, 4.0179], [3.8240, -7.5552, 6.5704], [2.6600, -7.6189, 5.5990], [2.1560, -6.3017, 5.3265], [2.8434, -5.5827, 4.4154], [3.8273, -5.9765, 3.8430], [2.1747, -4.2304, 4.1880], [1.8247, -3.6265, 5.3465], [1.0441, -4.3467, 3.4616], [2.9636, -3.3667, 3.5281], [3.5365, -7.0195, 7.4790], [4.1569, -8.5554, 6.8403], [4.6701, -7.0160, 6.1378], [1.8400, -8.1819, 6.0463], [2.9340, -8.1308, 4.6718], [-9.1619, -1.8050, -2.1534], [-7.7250, -2.2420, -1.9478], [-6.8155, -1.2988, -2.5394], [-6.5568, -0.1946, -1.8082], [-7.0375, 0.0286, -0.7296], [-5.5453, 0.6963, -2.5229], [-5.8297, 0.8571, -3.8347], [-4.2966, 0.1872, -2.4658], [-5.4764, 1.9345, -1.9962], [-9.3642, -1.6386, -3.2150], [-9.8529, -2.5606, -1.7745], [-9.3653, -0.8630, -1.6389], [-7.5568, -3.1967, -2.4512], [-7.4956, -2.3911, -0.8891], [0.1811, -13.8648, 4.6149], [-0.1162, -12.4550, 5.0869], [0.8534, -12.0277, 6.0575], [2.0274, -11.5850, 5.5632], [2.2939, -11.5365, 4.3899], [2.9415, -11.1197, 6.6926], [2.9769, -11.9894, 7.7235], [2.5414, -9.9349, 7.2070], [4.2172, -10.9526, 6.2979], [0.2500, -14.5476, 5.4657], [-0.6000, -14.2180, 3.9388], [1.1384, -13.9119, 4.0906], [-1.0880, -12.4328, 5.5848], [-0.1659, -11.7511, 4.2519], [9.0963, -0.3485, 1.0789], [8.2873, -0.1659, -0.1928], [6.8991, 0.0421, 0.1169], [6.5574, 1.2940, 0.4831], [7.3327, 2.2122, 0.5644], [5.0556, 1.3855, 0.7352], [4.5907, 0.3587, 1.4774], [4.3483, 1.3719, -0.4174], [4.7013, 2.5099, 1.3834], [8.6764, -1.1533, 1.6883], [10.1344, -0.5857, 0.8462], [9.0784, 0.5565, 1.6910], [8.3407, -1.0716, -0.7925], [8.6734, 0.6477, -0.8023], [-4.7379, 4.6802, -2.9032], [-5.8951, 4.6390, -3.8811], [-6.4387, 5.9549, -4.0845], [-5.7715, 6.7416, -4.9512], [-4.7745, 6.4100, -5.5404], [-6.4791, 8.0839, -5.1083], [-6.8499, 8.6163, -3.9255], [-7.6062, 7.9761, -5.8460], [-5.7120, 9.0098, -5.7178], [-5.0432, 5.1553, -1.9672], [-4.3789, 3.6744, -2.6889], [-3.9054, 5.2661, -3.3004], [-6.7008, 4.0278, -3.4689], [-5.6037, 4.1879, -4.8336], [2.2311, 1.8622, -2.7080], [1.8804, 0.4730, -3.2029], [0.7987, 0.5262, -4.1474], [1.1337, 0.8607, -5.4099], [2.2556, 1.1121, -5.7697], [-0.0948, 0.8330, -6.3143], [-1.1605, 1.4450, -5.7570], [-0.4826, -0.4300, -6.5944], [0.1164, 1.4393, -7.4972], [1.3462, 2.3597, -2.3024], [2.9975, 1.8134, -1.9320], [2.6035, 2.4890, -3.5219], [1.5349, -0.1372, -2.3656], [2.7480, -0.0335, -3.6346], [13.8502, -0.3825, -4.7310], [13.0167, -1.6482, -4.6855], [12.0970, -1.6130, -3.5826], [10.9644, -0.9072, -3.7814], [10.6999, -0.3235, -4.8000], [10.0600, -0.9918, -2.5555], [10.7355, -0.8008, -1.4032], [9.4652, -2.2000, -2.4524], [9.0680, -0.0757, -2.5763], [14.3515, -0.2188, -3.7736], [14.6027, -0.4442, -5.5197], [13.2261, 0.4946, -4.9175], [13.6678, -2.5097, -4.5225], [12.4874, -1.8178, -5.6271], [-5.6208, 9.9089, -8.2488], [-6.5410, 9.5463, -9.3976], [-6.8128, 10.6959, -10.2173], [-5.8620, 11.0168, -11.1180], [-4.8312, 10.4108, -11.2610], [-6.2973, 12.2203, -11.9488], [-6.8153, 13.2109, -11.1918], [-7.2484, 11.8905, -12.8493], [-5.2834, 12.7652, -12.6460], [-6.0333, 10.7425, -7.6748], [-5.4805, 9.0601, -7.5887], [-4.6412, 10.2276, -8.6138], [-7.5022, 9.2086, -9.0037], [-6.1340, 8.7286, -9.9988]]
}

Largest force on an atom values (in hartree/bohr) by entry order: 0.17404, 0.06102, 0.09308, 0.11540.
DFT total energy values (in eV) by entry order: -153962.719, -130444.179, -17439.492, -160170.927.